1.
The following is a quantum chemistry calculation of a molecular structure, C3H4LiO2Sm in a non-equilibrium geometry, from the Open Molecules 2025 dataset.

The geometry in XYZ format:
```
11
Properties=species:S:1:pos:R:3
O 1.30 2.02 0.77
Li -0.80 2.09 0.89
C 1.63 0.86 0.37
O 0.88 0.30 -0.57
C -0.58 0.36 -0.51
C -1.14 -0.92 -0.21
H -0.92 0.93 -1.39
H -2.14 -0.85 0.24
H -1.44 -1.52 -1.09
Sm 3.00 -1.57 1.07
H 0.19 -1.68 0.42
```

Properties
Multiplicity: 7
⟨S²⟩: 12.050
Net charge: +1
Frontier orbital gap (spin up / spin down) in eV: 3.74 / 4.09

These are the Löwdin partial charges, in e, on atoms 1 to 2:
1 O -0.176
2 Li 0.741

---

2.
The following is a quantum chemistry calculation of a single C3H7N3S2 molecule in a non-equilibrium geometry, from the Open Molecules 2025 dataset.

The geometry in XYZ format:
```
15
Properties=species:S:1:pos:R:3
C 2.25 1.18 -1.57
N 0.77 0.89 -1.50
C 0.68 0.14 -0.47
N -0.50 -0.23 -0.01
C -0.56 -0.67 1.26
S 0.58 -0.88 2.44
N -1.96 -0.73 1.59
S -3.13 -1.45 0.46
H 2.90 0.77 -2.46
H 2.78 0.69 -0.52
H 2.43 2.29 -1.81
H 1.51 0.05 0.07
H -1.25 -0.01 -0.67
H -1.95 -1.47 2.44
H -4.55 -0.59 0.75
```

Properties
Structure (SMILES): C/N=C/NC(=S)NS
Net charge: 0
Frontier orbital gap in eV: 9.03
Energy above the lowest of the compared OMol25 structures with the same formula, charge and spin in kcal/mol: 93.9

These are the Löwdin partial charges, in e, on atoms 1 to 2:
1 C -0.157
2 N 0.029

---

3.
The following is a quantum chemistry calculation of a molecular structure, C14H36FIO11P2 in a non-equilibrium geometry, from the Open Molecules 2025 dataset.

The geometry in XYZ format:
```
65
Properties=species:S:1:pos:R:3
O -2.71 -2.86 -2.28
C -1.95 -1.98 -2.07
F -2.33 -0.91 -1.36
C -0.51 -1.93 -2.49
O -0.15 -3.13 -3.16
P 1.11 -2.98 -4.10
O 1.89 -1.78 -3.84
O 2.07 -4.25 -3.88
I 3.82 -3.83 -4.85
O 0.59 -3.06 -5.62
P -0.61 -1.93 -5.94
O -1.74 -2.65 -6.86
O 0.08 -0.79 -6.87
H -0.38 -1.06 -3.13
H 0.11 -1.77 -1.62
H -2.30 -3.19 -6.29
H -0.61 -0.14 -7.03
C -2.76 -2.17 2.43
C -1.29 -1.87 2.67
C -1.08 -0.44 3.15
O -0.55 -2.07 1.46
H -3.17 -1.51 1.66
H -2.89 -3.19 2.08
H -3.34 -2.04 3.35
H -0.89 -2.57 3.41
H -1.44 0.26 2.39
H -0.02 -0.24 3.30
H -1.61 -0.25 4.08
H -0.90 -1.46 0.80
C 0.36 2.91 0.34
C 0.71 1.43 0.37
C 2.21 1.22 0.34
O 0.10 0.76 -0.74
H 0.73 3.37 -0.58
H -0.73 3.05 0.35
H 0.78 3.43 1.19
H 0.29 0.97 1.27
H 2.64 1.63 -0.58
H 2.45 0.15 0.36
H 2.69 1.70 1.19
H 0.45 1.14 -1.55
C 5.79 3.06 0.62
C 6.14 1.58 0.65
C 7.65 1.37 0.63
O 5.55 0.92 -0.47
H 6.17 3.53 -0.29
H 4.71 3.19 0.63
H 6.21 3.58 1.48
H 5.72 1.11 1.54
H 8.08 1.79 -0.28
H 7.89 0.31 0.64
H 8.13 1.84 1.49
H 5.91 1.31 -1.27
C -5.34 1.37 1.59
C -5.12 1.00 3.05
C -5.98 -0.18 3.46
O -5.40 2.13 3.88
H -6.38 1.67 1.42
H -4.72 2.22 1.31
H -5.11 0.53 0.93
H -4.06 0.75 3.20
H -7.04 0.06 3.36
H -5.81 -0.43 4.51
H -5.77 -1.06 2.85
H -6.32 2.36 3.75
```

Properties
Net charge: 0
Frontier orbital gap in eV: 7.76

These are the Löwdin partial charges, in e, on atoms 1 to 2:
1 O 0.177
2 C -0.444

---

4.
The following is a quantum chemistry calculation of a molecular structure, C24H26ClN3Ru in a non-equilibrium geometry, from the Open Molecules 2025 dataset.

The geometry in XYZ format:
```
55
Properties=species:S:1:pos:R:3
C 0.22 0.75 -6.90
C 1.56 1.20 -6.51
C -0.04 -0.69 -6.97
C -0.91 1.67 -6.76
Cl -0.20 0.35 -3.21
H -0.04 -1.09 -8.00
H -1.02 -0.96 -6.55
H 0.71 -1.27 -6.42
H 2.19 1.52 -7.35
H 2.13 0.41 -6.00
H 1.53 2.06 -5.82
H -1.22 2.16 -7.70
H -0.69 2.49 -6.06
H -1.81 1.17 -6.37
C 2.48 -1.35 0.21
C 1.81 -2.15 -0.74
C 1.59 -1.35 -1.92
H 1.55 -3.21 -0.67
C 2.12 0.00 -1.62
C 2.53 -0.01 -0.26
H 2.94 0.85 0.27
H 2.96 -1.73 1.12
H 1.30 -1.78 -2.87
H 2.31 0.83 -2.31
C -2.07 1.26 0.10
C -2.55 0.09 0.72
C -2.69 -0.94 -0.23
H -2.87 0.02 1.76
C -2.39 -0.40 -1.52
C -2.00 1.01 -1.32
H -1.91 1.79 -2.07
H -1.81 2.19 0.60
H -2.97 -1.98 -0.03
H -2.69 -0.85 -2.46
Ru -0.17 -0.24 -1.20
N -0.42 1.97 10.10
C -0.31 1.56 9.01
C -0.14 1.06 7.67
C -0.74 1.68 6.57
C -0.71 1.09 5.31
C -0.02 -0.12 5.13
C 0.56 -0.78 6.22
C 0.56 -0.14 7.47
N 0.11 -0.65 3.83
C 0.48 -1.96 3.48
C 0.38 -2.03 2.12
N 0.01 -0.80 1.61
C -0.20 -0.01 2.65
H -1.22 2.65 6.72
H -1.23 1.58 4.48
H 1.02 -1.76 6.10
H 1.13 -0.59 8.29
H 0.74 -2.73 4.18
H 0.59 -2.87 1.47
H -0.49 1.02 2.66
```

Properties
Multiplicity: 5
⟨S²⟩: 6.033
Net charge: +2
Frontier orbital gap (spin up / spin down) in eV: 4.74 / 4.77
Energy above the lowest of the compared OMol25 structures with the same formula, charge and spin in kcal/mol: 0.0

These are the Löwdin partial charges, in e, on atoms 1 to 2:
1 C -0.170
2 C -0.001

---

5.
The following is a quantum chemistry calculation of a single C5H7NO molecule in a non-equilibrium geometry, from the Open Molecules 2025 dataset.

The geometry in XYZ format:
```
14
Properties=species:S:1:pos:R:3
C -1.34 1.01 -0.07
C 0.14 1.30 0.02
C -1.82 -1.35 -0.01
C 1.47 -1.00 -0.45
C 0.97 0.03 0.45
N -1.83 -0.14 0.10
O 2.33 -0.22 0.24
H -2.01 1.85 -0.35
H 0.58 1.79 -0.85
H 0.30 1.98 0.75
H 0.47 -0.40 1.38
H -2.19 -2.02 0.67
H 1.35 -2.02 -0.29
H 1.57 -0.78 -1.60
```

Properties
Net charge: 0
Frontier orbital gap in eV: 8.63
Energy above the lowest of the compared OMol25 structures with the same formula, charge and spin in kcal/mol: 121.2

These are the Löwdin partial charges, in e, on atoms 1 to 2:
1 C -0.143
2 C -0.100

---

6.
The following is a quantum chemistry calculation of a molecular structure, H12MnO6 in a non-equilibrium geometry, from the Open Molecules 2025 dataset.

The geometry in XYZ format:
```
19
Properties=species:S:1:pos:R:3
Mn -0.09 -0.01 -0.07
O 0.46 -1.61 1.30
H 1.23 -1.49 1.88
H 0.00 -2.39 1.64
O 1.29 -1.00 -1.50
H 1.40 -1.96 -1.62
H 1.53 -0.62 -2.36
O -1.82 -0.94 -0.84
H -1.60 -1.83 -1.17
H -2.64 -0.70 -1.31
O -1.30 0.80 1.47
H -1.14 0.72 2.43
H -2.23 1.07 1.39
O -0.38 1.84 -1.12
H -0.88 2.08 -1.92
H -0.07 2.68 -0.75
O 1.77 0.91 0.70
H 2.64 1.05 0.30
H 1.81 1.39 1.55
```

Properties
Multiplicity: 6
⟨S²⟩: 8.752
Net charge: +2
Frontier orbital gap (spin up / spin down) in eV: 11.27 / 13.42
Energy above the lowest of the compared OMol25 structures with the same formula, charge and spin in kcal/mol: 3.6

These are the Löwdin partial charges, in e, on atoms 1 to 2:
1 Mn 0.890
2 O -0.040